Entry 1:
Formula: C9H13NO2
Source: the OMol25 dataset
Level of theory: ωB97M-V with the def2-TZVPD basis set

The geometry in XYZ format:
```
25
Properties=species:S:1:pos:R:3
C -0.826 0.816 -1.846
C -2.180 -0.316 -0.040
C 0.174 0.847 -0.859
C -1.155 -0.306 0.799
C 0.010 -0.313 -3.194
C -2.148 0.395 -1.389
C 0.122 0.233 0.390
C 1.379 0.733 2.463
C 1.527 -1.419 1.332
N 1.323 0.027 1.261
O 0.183 -1.450 -2.756
O 0.052 0.376 -4.183
H -0.615 1.601 -2.560
H -3.202 -0.608 0.204
H 1.106 1.344 -1.102
H -1.306 -0.574 1.799
H -2.887 1.219 -1.324
H -2.534 -0.217 -2.223
H 1.537 1.782 2.350
H 0.484 0.535 3.026
H 2.315 0.342 3.033
H 1.207 -1.873 0.442
H 2.549 -1.731 1.498
H 0.835 -1.843 2.154
H 2.050 0.402 0.724
```

Values from the calculation:
Lowest unoccupied orbital energy: -0.0548 eV
E: -15124.918 eV
Strongest force on any atom: 0.08456 hartree/bohr
Molecular weight: 167.2 g/mol
Energy above the lowest of the compared OMol25 structures with the same formula, charge and spin: 454.9 kJ/mol
Orbital gap: 6.4 eV
Total charge: 0
HOMO energy: -6.43 eV

---

Entry 2:
Formula: C9H13NO2
Source: the OMol25 dataset
Level of theory: ωB97M-V with the def2-TZVPD basis set

The geometry in XYZ format:
```
25
Properties=species:S:1:pos:R:3
C -1.310 -0.776 -3.982
C -0.454 -0.294 -2.831
C -0.929 -0.364 -1.569
C -0.095 -0.188 -0.441
C 1.288 -0.294 -0.681
O 2.224 -0.139 0.316
C 1.817 -0.243 -1.972
C 0.918 -0.150 -3.016
H -0.872 -1.457 -4.714
H -1.784 0.096 -4.456
H -2.231 -1.221 -3.566
H -2.010 -0.417 -1.383
H -0.345 0.015 0.558
H 1.999 0.421 1.063
H 2.866 0.004 -2.203
H 1.366 -0.131 -3.994
C 0.157 -0.470 3.566
C -0.936 0.666 3.565
N -0.363 1.910 3.713
O -2.117 0.477 3.436
H 0.092 -1.283 4.300
H 1.088 0.085 3.824
H -0.020 -0.883 2.565
H -0.882 2.771 3.750
H 0.534 1.866 4.151
```

Values from the calculation:
Lowest unoccupied orbital energy: 0.5548 eV
E: -15128.234 eV
Strongest force on any atom: 0.06327 hartree/bohr
Molecular weight: 167.2 g/mol
Energy above the lowest of the compared OMol25 structures with the same formula, charge and spin: 134.9 kJ/mol
Orbital gap: 9.0 eV
Total charge: 0
HOMO energy: -8.44 eV

---

Entry 3:
Formula: C9H13NO2
Source: the OMol25 dataset
Level of theory: ωB97M-V with the def2-TZVPD basis set

The geometry in XYZ format:
```
25
Properties=species:S:1:pos:R:3
C 0.396 -0.416 2.736
C -0.215 -0.841 1.418
C -0.969 0.060 0.674
C -1.496 -0.182 -0.616
C -1.208 -1.448 -1.085
O -1.909 -1.995 -2.153
C -0.390 -2.383 -0.450
C 0.005 -2.092 0.845
H -0.047 0.530 3.055
H 1.456 -0.244 2.546
H 0.155 -1.143 3.489
H -1.202 0.983 1.180
H -2.150 0.599 -0.962
H -2.296 -1.316 -2.685
H -0.312 -3.393 -0.806
H 0.596 -2.796 1.432
C 1.422 1.846 0.104
C 0.613 2.057 -1.125
N 1.035 1.558 -2.318
O -0.498 2.563 -1.068
H 2.458 2.185 0.109
H 1.180 0.804 0.299
H 1.085 2.433 0.949
H 0.338 1.409 -3.016
H 1.953 1.223 -2.550
```

Values from the calculation:
Lowest unoccupied orbital energy: 0.7455 eV
E: -15128.729 eV
Strongest force on any atom: 0.05617 hartree/bohr
Molecular weight: 167.2 g/mol
Energy above the lowest of the compared OMol25 structures with the same formula, charge and spin: 87.1 kJ/mol
Orbital gap: 9.1 eV
Total charge: 0
HOMO energy: -8.38 eV

---

Entry 4:
Formula: C9H13NO2
Source: the OMol25 dataset
Level of theory: ωB97M-V with the def2-TZVPD basis set

The geometry in XYZ format:
```
25
Properties=species:S:1:pos:R:3
C -1.571 2.367 -0.439
C -1.528 0.611 1.380
C -0.864 1.561 0.564
C -0.815 -0.122 2.272
C 0.541 1.767 0.710
C 0.602 -0.068 2.216
C 1.285 0.946 1.487
O 1.234 -1.008 2.858
H -2.584 0.486 1.212
H -1.312 -0.789 2.959
H -1.244 3.406 -0.529
H -2.654 2.390 -0.376
H 1.061 2.495 0.104
H 2.339 1.116 1.639
H 2.185 -1.003 2.662
H -1.403 1.975 -1.450
C 0.810 -0.759 -2.221
C 0.732 -2.006 -1.387
O 1.255 -2.140 -0.298
N 0.088 -3.049 -2.001
H -0.173 -0.270 -2.250
H 1.077 -1.002 -3.247
H 0.143 -3.921 -1.497
H -0.741 -2.920 -2.556
H 1.537 -0.064 -1.813
```

Values from the calculation:
Lowest unoccupied orbital energy (alpha / beta): -3.5314 / -7.0934 eV
E: -15121.672 eV
Strongest force on any atom: 0.02508 hartree/bohr
Molecular weight: 167.2 g/mol
Energy above the lowest of the compared OMol25 structures with the same formula, charge and spin: 38.9 kJ/mol
2S+1: 2
Orbital gap (alpha / beta): 9.4 / 5.9 eV
Total charge: +1
HOMO energy (alpha / beta): -12.95 / -12.95 eV

---

Entry 5:
Formula: C9H13NO4S2
Source: the OMol25 dataset
Level of theory: ωB97M-V with the def2-TZVPD basis set

The geometry in XYZ format:
```
29
Properties=species:S:1:pos:R:3
C 0.979 4.323 -1.014
C 1.783 3.578 0.044
C 1.450 2.097 0.064
S -0.199 1.850 0.803
O -1.222 2.175 -0.164
O -0.243 2.516 2.074
C -0.263 0.087 1.067
C 0.063 -0.538 2.229
S -0.060 -2.239 2.122
C -0.575 -2.131 0.461
C -0.949 -3.280 -0.323
O -1.339 -3.215 -1.473
O -0.830 -4.432 0.358
C -1.195 -5.608 -0.346
C -0.639 -0.811 0.027
N -0.951 -0.416 -1.224
H -0.084 4.176 -0.849
H 1.229 3.961 -2.009
H 1.195 5.388 -0.971
H 1.557 3.983 1.033
H 2.853 3.708 -0.141
H 1.416 1.661 -0.931
H 2.128 1.537 0.703
H 0.360 -0.063 3.143
H -0.969 -6.439 0.317
H -0.625 -5.689 -1.274
H -2.260 -5.591 -0.588
H -1.354 -1.129 -1.817
H -1.257 0.545 -1.318
```

Values from the calculation:
Lowest unoccupied orbital energy: 0.2003 eV
E: -40894.589 eV
Strongest force on any atom: 0.01477 hartree/bohr
Molecular weight: 263.3 g/mol
Orbital gap: 8.7 eV
Total charge: 0
HOMO energy: -8.48 eV

---

Entry 6:
Formula: C9H13NOS
Source: the OMol25 dataset
Level of theory: ωB97M-V with the def2-TZVPD basis set

The geometry in XYZ format:
```
25
Properties=species:S:1:pos:R:3
C 3.670 -1.392 1.216
C 3.144 -0.190 0.917
C 2.984 -2.504 0.792
C 1.892 -0.107 0.311
C 1.768 -2.479 0.177
C 1.203 -1.260 -0.081
C -2.620 1.582 -0.298
C -3.119 3.707 -1.301
C -2.246 2.585 -1.069
N -1.025 -2.487 0.534
O -0.667 -1.539 -1.823
S -0.543 -1.092 -0.435
H 4.489 -1.598 1.781
H 3.630 0.643 1.213
H 3.463 -3.359 1.057
H 1.541 0.932 0.139
H 1.229 -3.374 -0.096
H -3.541 1.169 0.179
H -2.029 -2.329 0.657
H -1.685 1.061 0.036
H -2.799 4.325 -2.163
H -3.175 4.342 -0.455
H -4.078 3.217 -1.406
H -1.093 2.812 -1.163
H -0.394 -2.666 1.280
```

Values from the calculation:
Lowest unoccupied orbital energy: 0.6714 eV
E: -23913.035 eV
Strongest force on any atom: 0.06829 hartree/bohr
Molecular weight: 183.3 g/mol
Energy above the lowest of the compared OMol25 structures with the same formula, charge and spin: 322.5 kJ/mol
Orbital gap: 9.7 eV
Total charge: 0
HOMO energy: -9.00 eV

---

Entry 7:
Formula: C9H13O
Source: the OMol25 dataset
Level of theory: ωB97M-V with the def2-TZVPD basis set

The geometry in XYZ format:
```
23
Properties=species:S:1:pos:R:3
C -0.881 -3.035 -1.242
C 0.209 -2.312 -1.693
C -1.671 -2.459 -0.210
C 0.571 -1.057 -1.219
C -1.381 -1.195 0.263
C -0.212 -0.517 -0.176
C 1.311 2.459 1.848
C -0.661 1.736 -0.628
C 1.171 1.121 1.181
O -0.165 0.808 0.396
H -1.196 -3.933 -1.699
H 0.935 -2.731 -2.503
H -2.463 -3.041 0.223
H 1.425 -0.577 -1.606
H -2.104 -0.646 0.805
H 2.254 2.488 2.306
H 0.680 2.508 2.762
H 1.247 3.409 1.324
H -0.381 1.270 -1.609
H -1.792 1.820 -0.521
H -0.063 2.595 -0.464
H 2.045 0.995 0.473
H 1.122 0.295 1.987
```

Values from the calculation:
Lowest unoccupied orbital energy: -2.8069 eV
E: -11581.987 eV
Strongest force on any atom: 0.05783 hartree/bohr
Molecular weight: 137.2 g/mol
Energy above the lowest of the compared OMol25 structures with the same formula, charge and spin: 116.3 kJ/mol
Orbital gap: 10.7 eV
Total charge: +1
HOMO energy: -13.48 eV

---

Entry 8:
Formula: C9H13O
Source: the OMol25 dataset
Level of theory: ωB97M-V with the def2-TZVPD basis set

The geometry in XYZ format:
```
23
Properties=species:S:1:pos:R:3
C 1.331 2.201 -1.884
C 0.860 1.855 -0.588
C 2.399 1.420 -2.398
C 2.685 0.187 -1.817
C 1.167 0.593 -0.126
C -2.843 -1.672 0.491
C 0.354 -0.279 2.111
C -1.409 -1.373 0.722
C -1.035 -0.410 1.884
O 2.013 -0.221 -0.788
H 0.955 3.084 -2.438
H 0.169 2.600 -0.246
H 2.831 1.892 -3.321
H 3.398 -0.338 -2.338
H -3.212 -1.786 -0.513
H -3.509 -0.913 0.735
H -3.147 -2.504 0.973
H 0.764 0.512 2.636
H 0.966 -1.164 1.825
H -0.843 -2.334 0.723
H -0.955 -0.768 -0.240
H -1.457 -1.094 2.718
H -1.481 0.511 1.879
```

Values from the calculation:
Lowest unoccupied orbital energy (alpha / beta): -5.8607 / -6.7184 eV
E: -11576.324 eV
Strongest force on any atom: 0.09712 hartree/bohr
Molecular weight: 137.2 g/mol
Energy above the lowest of the compared OMol25 structures with the same formula, charge and spin: 61.8 kJ/mol
2S+1: 3
Orbital gap (alpha / beta): 4.6 / 7.1 eV
Total charge: +1
HOMO energy (alpha / beta): -10.46 / -13.80 eV

---

Entry 9:
Formula: C9H13O4S
Source: the OMol25 dataset
Level of theory: ωB97M-V with the def2-TZVPD basis set

The geometry in XYZ format:
```
27
Properties=species:S:1:pos:R:3
C -0.921 0.313 -1.608
C -0.209 -0.895 -1.446
C -1.349 1.110 -0.617
C 0.468 -1.245 -0.312
C -0.636 1.088 0.717
C 0.764 -0.227 0.619
C -2.617 1.869 -0.814
C 0.906 -2.697 -0.219
C 1.355 -0.413 2.072
O 1.491 0.970 -1.562
O 2.231 2.023 0.472
O 3.259 -0.110 -0.326
O -1.605 0.774 1.788
S 2.102 0.767 -0.264
H -1.435 0.538 -2.541
H -0.154 -1.529 -2.254
H -0.103 1.991 0.904
H -2.560 2.763 -1.357
H -3.124 2.056 0.143
H -3.238 1.196 -1.405
H 0.621 -3.178 -1.153
H 0.412 -3.286 0.578
H 1.903 -2.828 -0.109
H 2.092 -1.164 2.170
H 0.623 -0.493 2.847
H 1.823 0.571 2.105
H -2.100 0.035 1.576
```

Values from the calculation:
Lowest unoccupied orbital energy: 3.3471 eV
E: -28567.924 eV
Strongest force on any atom: 0.08541 hartree/bohr
Molecular weight: 217.3 g/mol
Energy above the lowest of the compared OMol25 structures with the same formula, charge and spin: 133.1 kJ/mol
Orbital gap: 7.4 eV
Total charge: -1
HOMO energy: -4.02 eV

---

Entry 10:
Formula: C9H14
Source: the OMol25 dataset
Level of theory: ωB97M-V with the def2-TZVPD basis set

The geometry in XYZ format:
```
23
Properties=species:S:1:pos:R:3
C -2.835 1.189 -1.113
C -0.548 -0.826 1.130
C -0.072 0.106 2.010
C -1.615 -0.421 0.257
C -2.059 0.892 0.172
C -0.578 1.425 1.954
C -1.671 1.863 1.118
H -0.191 -1.833 0.978
H 0.791 -0.229 2.602
H -2.044 -1.178 -0.399
H -0.443 2.072 2.860
H -3.428 0.269 -1.190
H -2.136 1.490 -1.902
H -2.114 2.856 1.117
H -3.489 2.046 -1.015
C 2.364 -0.687 -0.696
C 3.260 -1.658 -1.504
H 3.009 -0.251 0.041
H 1.805 0.019 -1.297
H 1.581 -1.261 -0.203
H 2.786 -2.154 -2.349
H 3.413 -2.499 -0.799
H 4.216 -1.231 -1.772
```

Values from the calculation:
Lowest unoccupied orbital energy (alpha / beta): 3.6522 / 3.6036 eV
E: -9557.824 eV
Strongest force on any atom: 0.06117 hartree/bohr
Molecular weight: 122.2 g/mol
Energy above the lowest of the compared OMol25 structures with the same formula, charge and spin: 93.9 kJ/mol
2S+1: 2
Orbital gap (alpha / beta): 2.8 / 6.9 eV
Total charge: -1
HOMO energy (alpha / beta): 0.89 / -3.32 eV

---

What did the ninth record say?
Formula: C9H13O4S
Source: the OMol25 dataset
Level of theory: ωB97M-V with the def2-TZVPD basis set

The geometry in XYZ format:
```
27
Properties=species:S:1:pos:R:3
C -0.921 0.313 -1.608
C -0.209 -0.895 -1.446
C -1.349 1.110 -0.617
C 0.468 -1.245 -0.312
C -0.636 1.088 0.717
C 0.764 -0.227 0.619
C -2.617 1.869 -0.814
C 0.906 -2.697 -0.219
C 1.355 -0.413 2.072
O 1.491 0.970 -1.562
O 2.231 2.023 0.472
O 3.259 -0.110 -0.326
O -1.605 0.774 1.788
S 2.102 0.767 -0.264
H -1.435 0.538 -2.541
H -0.154 -1.529 -2.254
H -0.103 1.991 0.904
H -2.560 2.763 -1.357
H -3.124 2.056 0.143
H -3.238 1.196 -1.405
H 0.621 -3.178 -1.153
H 0.412 -3.286 0.578
H 1.903 -2.828 -0.109
H 2.092 -1.164 2.170
H 0.623 -0.493 2.847
H 1.823 0.571 2.105
H -2.100 0.035 1.576
```

Values from the calculation:
Lowest unoccupied orbital energy: 3.3471 eV
E: -28567.924 eV
Strongest force on any atom: 0.08541 hartree/bohr
Molecular weight: 217.3 g/mol
Energy above the lowest of the compared OMol25 structures with the same formula, charge and spin: 133.1 kJ/mol
Orbital gap: 7.4 eV
Total charge: -1
HOMO energy: -4.02 eV

---

Which of these has the lowest molecular weight? C9H14